DFT (ωB97M-V with the def2-TZVPD basis set) results for a cluster of 25 separate species, C23H69BF7N5O27S in total.

lowest unoccupied orbital energy	-1.08	eV
E_tot	-118221.8066	eV
HOMO	-7.867	eV
energy relative to the best compared isomer or geometry (same formula, charge and spin)	916.4	kJ/mol
maximum force	7.4	eV Å⁻¹

```
! RIJCOSX wB97M-V def2-TZVPD def2/J DEFGRID3
* xyz 0 1
C -3.96232 3.14776 6.74945
C -3.50761 2.19981 5.93869
C -3.18245 1.00930 4.87162
C -2.78585 1.57130 3.41773
C -3.87900 2.51431 2.70651
N -5.18562 2.83214 3.33392
C -3.59946 3.15259 1.28263
C -4.68029 4.14376 0.56766
C -5.69184 3.32500 -0.41477
F -5.58226 3.78774 -1.81054
C -2.23102 2.85022 0.49995
C -1.18283 1.90741 1.20268
C -1.43038 1.27296 2.65747
B -0.26676 0.32529 3.36455
O -0.27740 -1.14181 3.26414
N 0.84973 0.93764 4.15472
C 0.56864 0.97553 5.63151
C 1.16528 2.34144 3.73162
S 0.40303 1.53478 0.27383
C -0.14831 1.71264 -1.51452
C 0.59571 0.87547 -2.65444
C 1.75707 -0.12256 -2.18053
O 1.37409 -1.26550 -1.70865
N 3.21742 0.11916 -2.27212
C 3.84929 -1.13000 -1.71787
O 4.30050 -2.07233 -2.44064
F 3.90289 -1.28480 -0.26933
C 0.18157 1.04532 -4.16958
C 0.89294 0.28497 -5.38775
F 1.97757 1.16223 -5.85945
F 1.39499 -1.02652 -5.07136
C -0.09547 0.08578 -6.68925
F 0.13945 1.23699 -7.53625
F 0.36836 -1.15310 -7.32167
C -1.02037 2.04378 -4.47021
C -1.78991 2.86744 -3.34364
N -2.90764 3.77924 -3.72164
C -1.34086 2.69942 -1.81026
N -2.08395 3.51867 -0.81914
F -1.43263 4.73588 -0.71491
H -4.48419 4.08412 7.18606
H -2.42937 0.26933 5.32550
H -4.17379 0.40911 4.72998
H -5.91838 2.84862 2.58990
H -5.50328 2.04907 3.96255
H -5.23297 4.73872 1.39483
H -4.13501 4.91596 -0.11521
H -5.42003 2.20363 -0.42056
H -6.80746 3.48229 -0.12664
H -1.17193 -1.47653 3.56289
H -0.40608 0.45635 5.95076
H 1.48330 0.48762 6.16103
H 0.49393 2.07448 6.01855
H 1.98502 2.73041 4.46985
H 1.66731 2.40063 2.67889
H 0.28214 3.08603 3.84019
H 3.53106 0.19431 -3.27045
H -1.21438 -0.01037 -6.35080
H -1.40961 2.20894 -5.55192
H -3.12646 4.43927 -2.95604
H -2.59520 4.39807 -4.51163
O -1.78961 -1.65704 6.30505
H -2.08864 -1.41620 7.19614
H -0.97280 -2.14931 6.45758
O 4.96958 -4.18069 0.95011
H 4.88938 -3.56523 0.20763
H 4.11032 -4.12917 1.39012
O 3.34404 -6.61291 -0.32404
H 2.96292 -5.94345 -0.91131
H 4.11645 -6.17426 0.06051
O 5.18626 -8.40345 -2.41804
H 4.89633 -7.73486 -1.78115
H 4.46013 -9.04074 -2.43453
O 2.81436 -5.79985 -3.04048
H 3.09245 -4.87675 -3.12026
H 1.96801 -5.82952 -3.50653
O -1.21009 5.49966 -6.01841
H -0.52058 5.08121 -6.54964
H -0.79575 6.31239 -5.69644
O -2.04756 -1.89225 9.05994
H -2.34691 -1.64977 9.94598
H -1.23089 -2.38500 9.21548
O 7.71678 -5.18140 0.79060
H 6.81656 -4.84578 0.91759
H 8.19385 -4.43304 0.40897
O 8.11796 -9.55029 -2.17183
H 7.22701 -9.26731 -2.42328
H 8.41599 -8.86439 -1.56102
O -2.35423 5.98142 2.78763
H -1.69300 5.77798 3.46207
H -2.01071 5.55901 1.98858
O 0.95830 4.02645 -5.55460
H 1.38883 3.16028 -5.54564
H 1.69192 4.65273 -5.47503
O -0.70991 3.91860 7.16841
H -1.60043 4.20468 6.91879
H -0.40485 4.60552 7.77546
O -4.01552 7.02603 -1.06056
H -4.38771 7.69228 -1.65311
H -3.24491 7.46246 -0.67345
O 8.76791 -5.64919 3.85807
H 8.70210 -4.94200 4.51258
H 8.45218 -5.24134 3.03951
O 2.25896 6.03140 -3.57341
H 1.29718 6.04553 -3.67390
H 2.40319 5.49738 -2.78106
O 0.17239 -4.15867 -6.97767
H 0.45311 -3.23706 -7.06380
H -0.67211 -4.19034 -7.44628
O 1.27124 -8.41433 -2.15854
H 0.89063 -7.74755 -2.74382
H 2.04355 -7.97562 -1.77400
O 10.61411 -9.69573 0.09814
H 10.89193 -8.77383 0.02002
H 9.76744 -9.72550 -0.36829
O -2.70487 -1.62490 -5.85961
H -3.66553 -1.60741 -5.96311
H -2.56475 -2.15555 -5.06395
O -6.97065 0.92634 4.91746
H -7.72262 1.50888 5.08793
H -7.21443 0.09717 5.34931
O -0.70180 -6.86447 -5.73373
H -1.59887 -6.52797 -5.61270
H -0.22193 -6.11879 -6.12079
O -6.22692 3.87395 8.06822
H -6.97596 4.45933 8.24410
H -6.47062 3.04500 8.50101
O -2.06659 -2.42501 1.79406
H -2.14293 -3.38591 1.72629
H -1.64225 -2.16472 0.96585
O 0.82386 7.52662 -6.15443
H 1.51368 7.10839 -6.68648
H 1.23715 8.33850 -5.83216
*
```